Here is C26H20CrF5N6PS as an isolated structure from the OMol25 dataset. Energies are from ωB97M-V with the def2-TZVPD basis set.

The geometry in XYZ format:
```
60
Properties=species:S:1:pos:R:3:forces:R:3
Cr 1.39406 -0.34552 0.37844 0.1224 0.1094 0.0979
N 2.21770 1.49902 -0.26138 -0.0600 -0.0011 0.0445
C 1.98830 1.66148 -1.68870 0.0417 -0.0340 0.0841
C 2.97538 2.13282 -2.53405 -0.0718 -0.0175 -0.0883
C 2.69430 2.24513 -3.89042 0.0260 0.0048 0.0449
C 1.44486 1.89753 -4.38477 -0.0155 -0.0044 -0.0155
C 0.46090 1.42498 -3.52899 0.0212 -0.0001 0.0090
C 0.72937 1.30060 -2.17054 0.0082 0.0011 -0.0775
P -0.41779 0.63185 -0.93816 -0.0025 -0.0070 0.1933
C -1.20625 2.05235 -0.15629 0.0069 0.0294 -0.0469
C -2.05401 1.82213 0.92792 0.0157 0.0002 0.0289
C -2.65396 2.88987 1.57068 -0.0065 0.0273 0.0044
C -2.39861 4.18962 1.14926 -0.0020 0.0058 -0.0031
C -1.54981 4.42287 0.07864 -0.0035 -0.0185 -0.0016
C -0.95558 3.35489 -0.58088 -0.0124 0.0063 -0.0084
C -1.65880 -0.33349 -1.79841 -0.0626 0.0516 -0.0867
C -1.29213 -1.56544 -2.34407 -0.0050 -0.0356 -0.0131
C -2.22913 -2.33004 -3.01553 0.0140 0.0288 0.0223
C -3.53333 -1.87073 -3.14118 -0.0245 -0.0033 -0.0135
C -3.89716 -0.64213 -2.61359 -0.0025 -0.0059 -0.0044
C -2.96288 0.13397 -1.94378 -0.0025 -0.0410 0.0534
H 3.21176 1.48549 -0.01983 -0.0089 0.0362 -0.0232
H 1.78122 2.25881 0.26214 0.0496 0.0322 -0.0237
H 3.94630 2.41050 -2.14564 0.0326 0.0136 0.0158
H 3.45806 2.60844 -4.56336 0.0190 0.0078 -0.0154
H 1.23926 1.98858 -5.44209 -0.0022 0.0032 -0.0125
H -0.50904 1.13610 -3.91299 -0.0201 -0.0044 -0.0027
H -2.24267 0.81320 1.27183 0.0089 -0.0322 0.0004
H -3.31590 2.71087 2.40678 -0.0054 -0.0099 0.0071
H -2.86570 5.02237 1.65730 -0.0018 0.0048 0.0102
H -1.35574 5.43387 -0.25260 -0.0011 0.0089 -0.0039
H -0.31337 3.54291 -1.43283 0.0089 -0.0044 -0.0064
H -0.27819 -1.93345 -2.23945 0.0275 0.0094 0.0145
H -1.95272 -3.29480 -3.41621 0.0062 -0.0153 -0.0145
H -4.27137 -2.48164 -3.64185 -0.0055 -0.0110 -0.0077
H -4.91377 -0.28825 -2.71366 -0.0149 0.0052 -0.0012
H -3.25529 1.08671 -1.52240 0.0102 0.0144 -0.0096
F 0.08387 -4.47421 5.38960 0.0072 0.0007 0.0056
C 0.30576 -3.34545 4.74060 -0.0037 0.0664 -0.0318
C -0.75840 -2.61170 4.23486 0.0741 0.0064 0.0037
F -1.99826 -3.04650 4.39929 -0.0050 -0.0015 -0.0001
C -0.51396 -1.43259 3.55303 -0.1760 -0.0094 -0.0006
F -1.56234 -0.77116 3.05699 0.0671 -0.0149 0.0102
C 0.77239 -0.95023 3.35053 0.1757 0.0179 -0.0429
S 1.08620 0.54259 2.46469 -0.1402 0.0238 -0.0549
C 1.81396 -1.71154 3.86410 -0.1053 -0.1915 0.1271
F 3.08927 -1.33217 3.65836 0.0452 0.0159 0.0894
C 1.60333 -2.89215 4.55504 -0.0735 0.0957 -0.0741
F 2.62941 -3.59256 5.02129 0.0266 -0.0152 0.0053
N 4.23779 0.03684 1.26519 -0.0545 -0.0814 -0.0515
N 3.36398 -1.03038 0.84332 0.0271 -0.0606 -0.0453
H 5.14573 -0.34840 1.50909 -0.0149 0.0304 0.0373
H 3.81846 0.40833 2.11607 0.0361 -0.0080 -0.0220
H 3.29371 -1.76563 1.54821 0.0370 0.0474 -0.0440
H 3.77395 -1.45805 0.01522 0.0085 0.0285 0.0162
N 0.72160 -2.13893 0.41620 -0.0320 -0.1195 -0.2088
C -0.13227 -2.96495 0.43524 -0.0484 0.0515 0.0962
N -0.92544 -3.90874 0.55195 0.1805 -0.0924 0.1821
C -2.13189 -4.05043 0.02731 0.0123 0.0616 -0.1465
N -3.17515 -4.23345 -0.42552 -0.1317 -0.0070 -0.0015
```
Forces are in eV/Å.

Properties
* 2S+1: 4
* net charge: +1
* molar mass: 626.5 g/mol
* highest occupied orbital energy (spin up / spin down): -11.709 / -11.804 eV
* DFT total energy: -98354.2724 eV
* energy above the lowest of the compared OMol25 structures with the same formula, charge and spin: 27.6 kJ/mol

Atomic partial charges in e from the Löwdin method, atoms 1 to 5:
1. Cr 0.46
2. N -0.01
3. C -0.30
4. C -0.01
5. C -0.04